Entry 1:
6 unconnected molecules or ions with the total composition C32H88N12O8P4S2 in a non-equilibrium geometry. Source: OMol25; level of theory: ωB97M-V with the def2-TZVPD basis set.

The geometry in XYZ format:
```
146
Properties=species:S:1:pos:R:3:mulliken_charge:R:1
C 10.7725 13.8012 17.8057 0.401
N 10.6762 12.4564 17.2941 0.478
C 11.1397 12.2734 15.9005 -1.108
P 10.0098 11.1781 18.1681 0.406
O 9.5761 10.1603 17.2031 -0.941
N 11.1188 10.5524 19.2041 0.657
C 10.6867 9.5152 20.0507 -1.211
C 12.4501 10.3617 18.6362 -1.277
N 8.8046 11.7909 19.1278 0.378
C 7.3654 11.6942 18.6600 -0.976
C 8.9978 12.5288 20.3972 -1.004
H 10.2847 13.8794 18.7912 -0.219
H 10.4556 14.4956 17.0726 0.052
H 11.8515 13.9769 17.9558 -0.339
H 10.6628 11.3790 15.6101 0.500
H 12.2246 12.3960 15.7796 0.205
H 10.6897 13.0120 15.2372 0.259
H 10.6731 8.5515 19.4930 0.372
H 11.4059 9.3692 20.8140 0.414
H 9.6259 9.6730 20.3496 0.316
H 12.9171 9.5665 19.2089 0.490
H 12.4247 9.8955 17.6538 0.388
H 13.0722 11.2477 18.6313 0.179
H 6.9565 12.6639 18.3538 0.201
H 7.2967 10.8674 17.9449 0.324
H 6.7712 11.5622 19.5915 0.324
H 8.4388 12.0453 21.2288 0.406
H 8.8033 13.5819 20.4509 0.284
H 10.0613 12.3424 20.6660 0.094
C 11.8232 21.9619 22.4228 -0.986
N 11.1905 21.3552 21.3016 0.468
C 11.1063 19.8751 21.2221 -0.258
P 10.6733 22.0456 19.8991 0.217
O 9.6926 21.2594 19.1460 -0.648
N 9.8973 23.5064 20.2122 0.216
C 10.5001 24.5782 20.9373 -1.176
C 8.4441 23.4809 20.3160 -1.008
N 12.0848 22.6307 19.2061 0.332
C 13.3755 21.9046 19.3036 -1.025
C 11.9135 23.4051 17.9985 -1.117
H 11.0756 22.4919 23.0389 0.209
H 12.5938 22.7032 22.1653 0.323
H 12.3613 21.1743 22.9710 0.425
H 12.1634 19.3541 21.0207 0.221
H 10.4740 19.5899 20.4003 -0.478
H 10.7267 19.4636 22.2059 0.368
H 10.2360 24.5200 21.9702 0.396
H 11.5818 24.4732 20.8978 0.340
H 10.1268 25.5394 20.5104 0.346
H 8.1326 22.9068 21.2285 0.252
H 8.1943 24.5007 20.3234 0.487
H 7.9263 22.9971 19.4672 0.091
H 13.3439 20.8326 19.4081 0.273
H 13.9160 22.1158 18.3428 0.425
H 14.0439 22.3401 20.0730 0.272
H 11.2017 24.1932 18.2722 0.341
H 11.7064 22.8585 17.0620 0.197
H 12.8853 23.8231 17.8307 0.534
C 17.0504 14.1568 19.8322 -1.078
N 15.6217 14.1682 19.9757 0.653
C 14.9555 13.6939 18.8250 -1.136
P 14.8320 15.1134 21.0865 0.057
O 14.2989 16.3800 20.5534 -0.687
N 13.5125 14.1694 21.5226 0.565
C 13.6104 12.7392 21.6145 -0.648
C 12.2751 14.8592 21.8013 -0.536
N 15.9413 15.3099 22.3240 0.517
C 16.4323 14.2251 23.1228 -1.160
C 16.2862 16.5791 22.8398 -1.068
H 17.4049 15.0952 19.4158 0.301
H 17.3391 13.2652 19.2225 0.349
H 17.5043 14.0088 20.8443 0.289
H 15.2944 12.6507 18.6457 0.483
H 15.1917 14.1423 17.8329 0.440
H 13.8826 13.7185 18.8425 -0.101
H 13.6453 12.3811 22.6559 0.287
H 12.7690 12.2174 21.1522 -0.115
H 14.4884 12.2971 21.1326 0.348
H 11.5113 14.3880 21.3229 -0.058
H 12.0589 14.9419 22.8838 0.290
H 12.4062 15.8305 21.4057 0.131
H 16.3835 13.2158 22.6630 0.305
H 17.5260 14.4451 23.2795 0.404
H 15.9626 14.0362 24.0617 0.298
H 17.3884 16.7414 22.8383 0.324
H 15.7804 16.7206 23.8068 0.324
H 15.9478 17.3651 22.2009 0.226
C 9.5437 16.0798 12.2042 -1.075
N 10.7182 16.5152 11.5340 0.659
C 11.2307 15.6775 10.4886 -1.266
P 11.0640 18.1389 11.6905 0.590
O 10.7962 18.6721 13.0394 -0.903
N 12.6552 18.2721 11.2762 0.169
C 13.1938 19.5774 11.2448 -1.019
C 13.5282 17.3184 12.0394 -1.394
N 10.0388 18.8979 10.6175 0.172
C 10.0502 18.5044 9.2529 -0.838
C 9.6545 20.3309 10.7508 -0.921
H 9.1644 16.9157 12.7838 0.293
H 9.8322 15.2145 12.8519 0.214
H 8.8379 15.7959 11.4553 0.329
H 10.4182 15.1744 9.8910 0.349
H 11.8786 14.8682 10.8178 0.238
H 11.8487 16.2045 9.7452 0.433
H 12.5273 20.1384 10.5931 0.274
H 13.1856 20.1133 12.1856 0.270
H 14.2050 19.4610 10.8640 0.465
H 14.1214 16.7652 11.2983 0.262
H 14.2590 17.8512 12.5988 0.534
H 13.0438 16.6161 12.6450 0.402
H 9.8837 17.4283 9.1320 0.207
H 9.3634 19.2068 8.6895 0.312
H 10.9741 18.8162 8.7603 0.301
H 9.4701 20.4444 11.8359 0.149
H 8.8107 20.5087 10.0865 0.438
H 10.5118 20.8913 10.5198 0.339
O 10.1037 17.2114 18.7763 -0.446
S 8.7405 17.2925 18.1972 0.927
O 7.9811 16.0123 18.1786 -0.759
C 7.7989 18.6285 18.9352 -0.321
C 7.3561 19.5892 17.8469 -0.647
C 8.4168 19.5072 16.7008 -0.288
C 8.7825 18.0447 16.5288 -0.211
H 8.5132 19.1606 19.6305 -0.254
H 7.0000 18.1739 19.4759 0.634
H 6.3607 19.3641 17.4729 0.415
H 7.2270 20.6037 18.2502 0.155
H 9.2541 20.1528 16.9087 -0.078
H 8.0568 19.9912 15.7517 0.511
H 9.7577 17.8159 15.9940 -0.243
H 7.9276 17.5725 15.9576 0.519
O 14.2990 16.5775 15.3579 -0.781
S 12.9469 16.7907 15.8666 1.344
O 11.8290 15.9298 15.3985 -0.446
C 12.9529 16.6972 17.6547 1.517
C 13.2606 18.1098 18.0751 -1.256
C 12.4369 19.0181 17.1539 1.288
C 12.6465 18.5163 15.7874 -0.894
H 13.6936 15.9796 18.0181 -0.548
H 11.9717 16.4121 18.0396 -0.779
H 13.0781 18.2915 19.1413 0.006
H 14.3252 18.3143 17.9490 0.446
H 12.7493 20.0725 17.2340 0.167
H 11.4138 18.9767 17.5679 -1.008
H 13.4848 18.9448 15.3458 0.754
H 11.8448 18.7432 15.1001 0.197
```

E_tot in eV: -127701.4707
Kohn-Sham gap in eV: 8.4
SMILES: CN(C)P(=O)(N(C)C)N(C)C.CN(C)P(=O)(N(C)C)N(C)C.CN(C)P(=O)(N(C)C)N(C)C.CN(C)P(=O)(N(C)C)N(C)C.O=S1(=O)CCCC1.O=S1(=O)CCCC1
Highest occupied orbital energy in eV: -7.864
LUMO energy in eV: 0.522

Entry 2:
8 unconnected molecules or ions with the total composition C32H88N8O8 in a non-equilibrium geometry. Source: OMol25; level of theory: ωB97M-V with the def2-TZVPD basis set.

The geometry in XYZ format:
```
136
Properties=species:S:1:pos:R:3:mulliken_charge:R:1
C 4.3642 -5.5308 -4.2569 -0.755
O 3.5023 -4.4630 -3.9253 -0.357
C 4.2372 -3.3132 -3.5825 -1.056
C 3.4661 -2.1297 -3.0166 0.898
C 4.2701 -0.8284 -3.0330 -1.166
N 3.0311 -2.4203 -1.6288 -0.512
H 4.9668 -5.8442 -3.4002 0.307
H 5.0819 -5.1413 -4.9934 0.319
H 3.8670 -6.3607 -4.7482 0.266
H 5.0712 -3.6157 -2.9347 0.370
H 4.7674 -2.8916 -4.4526 0.360
H 2.5615 -1.9749 -3.6197 0.310
H 5.1183 -0.9467 -2.3545 0.357
H 3.6291 -0.0547 -2.6191 -0.003
H 4.6895 -0.6496 -4.0221 0.498
H 2.4445 -3.2428 -1.7087 0.307
H 2.5352 -1.6509 -1.1666 -0.046
C -4.6538 -0.7584 1.4113 -0.743
O -5.1767 -1.9600 0.8639 -0.396
C -5.6120 -1.7647 -0.4782 -0.676
C -6.7956 -0.8130 -0.6485 0.672
C -7.8947 -1.0749 0.3808 -1.346
N -7.2712 -0.8010 -2.0333 -0.807
H -5.4955 -0.0746 1.5197 0.363
H -3.8486 -0.3050 0.8199 0.226
H -4.1746 -0.9539 2.3701 0.299
H -4.7607 -1.3864 -1.0586 0.119
H -5.8495 -2.7572 -0.8652 0.472
H -6.3669 0.1885 -0.4724 0.275
H -8.1578 -2.1323 0.3890 0.307
H -8.8107 -0.5577 0.0676 0.428
H -7.7228 -0.6281 1.3583 0.304
H -6.4804 -0.3481 -2.5239 0.290
H -7.9591 -0.0485 -2.0598 0.318
C -1.0486 -1.8994 1.9189 -1.015
O -0.5762 -0.7856 1.1626 -0.199
C -0.6433 -1.0515 -0.2374 -0.630
C 0.1008 0.1103 -0.8957 1.061
C 0.0127 0.3095 -2.3822 -1.275
N 1.5136 0.0303 -0.4741 0.987
H -1.1828 -1.4211 2.8928 0.326
H -0.3853 -2.7630 1.9372 0.305
H -2.0796 -2.1305 1.6336 0.385
H -0.1324 -2.0127 -0.3788 0.266
H -1.6250 -1.1721 -0.7104 0.372
H -0.2607 1.0157 -0.3815 -0.165
H 0.8114 0.9643 -2.7371 0.333
H -0.9425 0.7292 -2.6996 0.065
H 0.1771 -0.6254 -2.9289 0.298
H 1.4314 -0.1011 0.5302 0.133
H 2.0082 0.8880 -0.6917 -0.921
C 6.0930 0.9175 4.0042 -0.861
O 5.1741 0.0523 3.3378 -0.252
C 5.8276 -0.8425 2.4560 -1.017
C 4.7927 -1.1082 1.3558 2.386
C 3.6977 -2.0677 1.8815 -1.248
N 5.3259 -1.6927 0.1323 -0.716
H 6.4079 1.6624 3.2621 0.331
H 7.0051 0.4335 4.3557 0.332
H 5.5218 1.4329 4.7716 0.255
H 6.7284 -0.4735 1.9520 0.448
H 6.0426 -1.7376 3.0528 0.271
H 4.3471 -0.1646 1.0430 -1.309
H 3.3368 -1.7697 2.8764 0.407
H 3.9633 -3.1208 1.9089 0.329
H 2.7900 -1.8702 1.3033 0.100
H 4.5158 -1.7858 -0.4908 0.132
H 5.6705 -2.6397 0.2444 0.254
C 2.2055 7.3103 2.1659 -0.627
O 1.0095 6.5900 2.1273 -0.340
C 0.3570 6.4646 0.8832 -0.452
C -0.6930 5.3840 0.9700 0.408
C -0.0836 4.0218 1.2534 -0.927
N -1.5291 5.3304 -0.2148 -0.717
H 2.0899 8.1671 1.4880 0.314
H 3.0858 6.7126 1.8945 0.181
H 2.3744 7.6747 3.1793 0.256
H -0.1022 7.4171 0.5841 0.352
H 1.1336 6.2231 0.1375 0.190
H -1.2859 5.7399 1.8226 0.240
H -0.8126 3.2304 1.0704 0.395
H 0.4060 3.8026 2.1995 0.446
H 0.7188 3.8591 0.5187 -0.235
H -0.9925 4.9129 -0.9738 0.232
H -1.7581 6.2485 -0.5826 0.298
C 3.6728 2.1990 1.4101 -1.218
O 3.2997 2.6007 0.0972 -0.008
C 3.7204 3.9311 -0.1905 -0.502
C 3.5221 4.1183 -1.6922 0.802
C 3.7953 2.9284 -2.5990 -1.213
N 4.2658 5.2841 -2.2207 -0.757
H 3.1687 1.3185 1.7861 0.360
H 3.3628 3.0355 2.0590 0.355
H 4.7609 2.2144 1.5244 0.359
H 3.1392 4.6641 0.3798 -0.069
H 4.7788 4.0310 0.0798 0.367
H 2.4705 4.3170 -1.9300 0.087
H 3.1699 2.1133 -2.2368 -0.141
H 4.8430 2.6153 -2.6333 0.368
H 3.5355 3.1201 -3.6393 0.366
H 4.0935 6.0944 -1.6281 0.294
H 5.2568 5.0987 -2.0721 0.304
C -5.7655 2.9409 -8.0558 -0.781
O -5.1533 2.6334 -6.8257 -0.271
C -5.5818 1.4342 -6.2217 -0.642
C -5.1018 1.4935 -4.7729 0.333
C -3.5953 1.7221 -4.6842 -1.568
N -5.4328 0.2541 -4.0092 -0.659
H -6.8529 3.0467 -7.9995 0.309
H -5.5014 2.2227 -8.8406 0.308
H -5.3195 3.9008 -8.3210 0.246
H -6.6517 1.2320 -6.3447 0.412
H -5.0610 0.5745 -6.6744 0.327
H -5.5475 2.3418 -4.2482 0.184
H -3.2499 2.7470 -4.8285 0.401
H -3.0324 1.2196 -5.4804 0.379
H -3.2118 1.3837 -3.7216 0.342
H -6.3961 0.1004 -4.3053 0.343
H -4.8801 -0.4761 -4.4562 0.201
C -0.6092 -3.7105 5.4907 -0.710
O -1.5840 -4.5113 6.1256 -0.309
C -1.1476 -5.7684 6.6459 -0.755
C -2.3964 -6.4302 7.2212 0.663
C -2.9690 -5.6549 8.3886 -1.297
N -1.9391 -7.7504 7.7167 -0.678
H -1.1316 -3.2669 4.6376 0.160
H 0.1718 -4.3244 5.0314 0.350
H -0.3087 -2.9266 6.1878 0.289
H -0.6855 -6.3158 5.8151 0.392
H -0.3677 -5.5566 7.3851 0.307
H -3.1036 -6.6716 6.4254 0.166
H -3.2992 -4.6724 8.0309 0.311
H -2.2931 -5.4389 9.2121 0.320
H -3.9213 -6.0641 8.7339 0.380
H -1.3695 -8.2431 7.0466 0.191
H -2.6829 -8.3148 8.0944 0.219
```

E_tot in eV: -62905.9701
Kohn-Sham gap in eV: 8.9
SMILES: COC[C@H](C)N.COC[C@H](C)N.COC[C@H](C)N.COC[C@H](C)N.COC[C@H](C)N.COC[C@H](C)N.COC[C@H](C)N.COC[C@H](C)N
Highest occupied orbital energy in eV: -8.318
LUMO energy in eV: 0.583

Relative energy (zero: lowest compared OMol25 entry of this formula, charge and spin) across the listed records, respectively: 0.00 269.87 kJ/mol.